1.
ORCA calculation (ωB97M-V/def2-TZVPD) on a molecular structure, C4H7AgO at a distorted geometry.

Element x y z (Å)
Ag  -1.401  -2.470  -1.170
O  -0.931  -0.935  -0.070
C  -0.743  0.306  -0.031
C  2.049  0.251  -0.541
C  0.216  1.232  -0.617
C  1.604  1.533  -1.133
H  2.651  0.257  0.367
H  -0.172  2.214  -0.282
H  1.652  1.562  -2.233
H  -1.343  0.782  0.786
H  2.041  2.410  -0.638
H  -0.494  0.686  -1.577
H  2.220  -0.588  -1.217

As for the charge: +2. Its multiplicity is 3. As for the maximum force: 4.4 eV/Å. Its total energy is -377.8052 a.u.



2.
ORCA calculation (ωB97M-V/def2-TZVPD) on a molecular structure, C25H25N10O12P2SZr at a distorted geometry.

Element x y z (Å)
Zr  0.047  0.015  0.096
S  3.623  0.543  1.833
P  -0.401  -1.744  2.278
P  -0.303  1.018  3.343
O  0.830  1.646  4.055
O  -1.746  1.452  3.805
O  3.945  1.855  2.267
O  -1.609  -1.274  1.544
O  1.746  -0.594  -1.059
O  3.421  -0.485  2.841
O  -3.398  1.458  -6.616
O  -0.284  1.031  1.801
O  -4.808  2.839  -5.739
O  -0.478  -3.280  2.697
O  0.855  -1.554  1.437
O  -0.737  -1.751  -0.928
N  -0.061  3.895  0.749
N  -0.455  0.335  -2.513
N  -0.588  -3.213  -2.633
N  -3.900  2.034  -5.663
N  0.438  2.019  -0.737
N  -1.386  3.921  2.846
N  0.830  -3.414  -0.851
N  2.344  0.542  0.780
N  -2.163  0.780  -0.439
N  1.161  -0.934  4.439
C  0.203  2.897  0.030
C  -4.234  1.869  -3.299
C  -2.577  1.051  -1.705
C  -1.017  1.196  -5.094
C  -1.291  -1.192  4.851
C  4.788  -0.141  0.688
C  -4.723  1.783  -0.885
C  -0.218  -0.803  3.832
C  4.079  -0.581  -0.408
C  4.701  -1.251  -1.442
C  0.449  0.264  -3.465
C  6.783  -0.997  -0.232
C  -3.370  1.723  -4.308
C  -0.166  -2.761  -1.443
C  -2.021  1.252  -4.105
C  2.660  -0.208  -0.262
C  -4.292  1.523  0.381
C  6.074  -1.455  -1.341
C  -1.660  0.861  -2.805
C  -3.005  1.024  0.560
C  1.505  -4.572  -1.409
C  0.218  0.715  -4.764
C  -0.767  3.910  1.863
C  6.146  -0.330  0.811
C  -3.849  1.559  -1.961
H  -2.653  0.818  1.552
H  -1.256  -0.532  5.720
H  -1.803  2.445  3.773
H  4.135  -1.591  -2.303
H  1.204  -1.637  5.166
H  6.696  0.027  1.674
H  1.395  0.016  4.790
H  -0.182  -4.011  -3.081
H  1.908  -1.081  3.744
H  6.602  -1.965  -2.139
H  1.401  -0.167  -3.190
H  1.013  0.676  -5.499
H  7.853  -1.159  -0.178
H  -5.717  2.171  -1.076
H  -4.920  1.700  1.245
H  1.879  -4.368  -2.414
H  -5.234  2.226  -3.499
H  -1.358  -2.741  -3.070
H  -2.282  -1.096  4.409
H  -1.391  -3.626  2.686
H  -1.221  1.530  -6.096
H  0.856  -5.449  -1.439
H  1.105  -3.056  0.043
H  -1.151  -2.226  5.176
H  2.359  -4.804  -0.780

As for the charge: +1. Its multiplicity is 1. As for the maximum force: 2.1 eV/Å. Its total energy is -3546.3280 a.u.